{
  "formula": "C36H119N9O19",
  "method": "ωB97M-V/def2-TZVPD",
  "homo_ev": -7.8,
  "multiplicity": 1,
  "de_lowest_kcal_mol": 70.8,
  "homo_lumo_gap_ha": 0.2906,
  "lumo_ev": 0.100,
  "total_charge": 0,
  "symbols": ["C", "C", "C", "O", "C", "N", "H", "H", "H", "H", "H", "H", "H", "H", "H", "H", "H", "C", "C", "C", "O", "C", "N", "H", "H", "H", "H", "H", "H", "H", "H", "H", "H", "H", "C", "C", "C", "O", "C", "N", "H", "H", "H", "H", "H", "H", "H", "H", "H", "H", "H", "C", "C", "C", "O", "C", "N", "H", "H", "H", "H", "H", "H", "H", "H", "H", "H", "H", "C", "C", "C", "O", "C", "N", "H", "H", "H", "H", "H", "H", "H", "H", "H", "H", "H", "C", "C", "C", "O", "C", "N", "H", "H", "H", "H", "H", "H", "H", "H", "H", "H", "H", "C", "C", "C", "O", "C", "N", "H", "H", "H", "H", "H", "H", "H", "H", "H", "H", "H", "C", "C", "C", "O", "C", "N", "H", "H", "H", "H", "H", "H", "H", "H", "H", "H", "H", "C", "C", "C", "O", "C", "N", "H", "H", "H", "H", "H", "H", "H", "H", "H", "H", "H", "O", "H", "H", "O", "H", "H", "O", "H", "H", "O", "H", "H", "O", "H", "H", "O", "H", "H", "O", "H", "H", "O", "H", "H", "O", "H", "H", "O", "H", "H"],
  "positions_angstrom": [[-26.4852, -2.9016, 20.4878], [-25.7014, -3.5115, 19.3086], [-25.5254, -5.0445, 19.4328], [-24.8605, -5.3935, 20.5929], [-24.2843, -6.7160, 20.6744], [-26.1361, -2.9869, 18.0175], [-26.1266, -3.2489, 21.4568], [-27.5698, -3.0085, 20.4699], [-26.4625, -1.8119, 20.4812], [-24.7496, -2.9929, 19.4237], [-24.9234, -5.2916, 18.5584], [-26.5316, -5.4519, 19.3348], [-23.7082, -6.7423, 21.5993], [-23.6837, -6.8301, 19.7720], [-25.1797, -7.3339, 20.7414], [-26.2485, -2.0095, 18.2458], [-27.0790, -3.2907, 17.8210], [-33.5430, -5.9041, 12.8276], [-33.3515, -4.3156, 12.6504], [-31.9064, -3.8010, 12.6202], [-31.1966, -4.0213, 13.8071], [-29.9032, -3.3541, 13.8950], [-34.0122, -3.7987, 11.4332], [-34.5911, -6.0896, 13.0626], [-32.9496, -6.3763, 13.6105], [-33.1389, -6.3455, 11.9166], [-33.8515, -3.7902, 13.4641], [-31.9155, -2.7298, 12.4186], [-31.5313, -4.3449, 11.7533], [-29.3910, -3.5893, 12.9621], [-29.3599, -3.7469, 14.7544], [-29.9513, -2.2655, 13.8665], [-34.8717, -3.2725, 11.5004], [-33.9523, -4.3092, 10.5638], [-26.2260, -6.5791, 10.4926], [-25.4130, -7.6946, 11.2235], [-26.0587, -9.0385, 10.9656], [-25.2947, -10.1161, 11.4406], [-25.8775, -11.4164, 11.6491], [-24.0982, -7.6579, 10.7357], [-27.2873, -6.5392, 10.7377], [-26.2713, -6.7975, 9.4257], [-25.9197, -5.5341, 10.4450], [-25.3885, -7.5338, 12.3013], [-26.0698, -9.1823, 9.8852], [-27.0020, -9.1372, 11.5027], [-25.6537, -12.0907, 10.8224], [-26.9600, -11.3982, 11.7750], [-25.5538, -11.8080, 12.6134], [-23.7154, -8.5199, 11.0971], [-23.9344, -6.9762, 11.4627], [-20.2303, -0.2053, 10.9381], [-21.1599, -0.7636, 12.0401], [-20.5921, -2.0513, 12.6444], [-21.6489, -2.7225, 13.4039], [-21.0356, -3.6029, 14.4125], [-21.3187, 0.2852, 13.0123], [-19.2811, 0.1252, 11.3598], [-20.6976, 0.6146, 10.3926], [-20.0373, -1.0011, 10.2187], [-22.1526, -0.9760, 11.6432], [-19.6284, -1.7953, 13.0847], [-20.3618, -2.8316, 11.9190], [-20.2664, -3.0523, 14.9540], [-20.6055, -4.4484, 13.8756], [-21.6941, -4.0281, 15.1699], [-20.3558, 0.5404, 13.1795], [-21.6668, -0.0427, 13.9019], [-25.0477, -1.3348, 11.6377], [-25.2112, -2.6625, 12.4336], [-26.6751, -2.8375, 12.7739], [-27.2001, -1.8855, 13.6714], [-26.5125, -1.8864, 14.9219], [-24.5505, -3.6616, 11.6108], [-24.0888, -1.1316, 11.1610], [-25.3292, -0.4632, 12.2285], [-25.7338, -1.4455, 10.7980], [-24.7277, -2.6201, 13.4095], [-26.7525, -3.8202, 13.2391], [-27.3044, -2.9711, 11.8941], [-27.1891, -1.3998, 15.6244], [-25.6187, -1.2630, 14.9411], [-26.2776, -2.8833, 15.2948], [-24.3525, -4.5320, 12.0835], [-23.6252, -3.2575, 11.5859], [-29.9541, 2.4868, 16.4519], [-29.3179, 1.3332, 17.2927], [-29.8314, -0.1347, 16.8673], [-31.2756, -0.1471, 16.8914], [-31.8964, -1.4163, 17.1966], [-27.8402, 1.4438, 17.2036], [-29.8568, 2.4322, 15.3676], [-29.3931, 3.3433, 16.8257], [-30.9643, 2.7441, 16.7704], [-29.6719, 1.4143, 18.3205], [-29.3993, -0.7538, 17.6535], [-29.3230, -0.4914, 15.9716], [-32.8832, -1.1247, 17.5562], [-31.4837, -1.9146, 18.0738], [-31.9766, -2.0398, 16.3061], [-27.5339, 1.5547, 16.2476], [-27.5843, 2.2353, 17.7765], [-27.6340, -6.8176, 14.1863], [-27.5729, -6.7294, 15.7834], [-26.6426, -7.7924, 16.4803], [-26.6139, -7.6486, 17.8420], [-27.7785, -8.1198, 18.5210], [-27.2545, -5.3615, 16.1434], [-26.6778, -6.4414, 13.8227], [-28.3288, -6.0740, 13.7961], [-27.9255, -7.8367, 13.9320], [-28.5328, -6.9935, 16.2271], [-25.6697, -7.9988, 16.0342], [-27.0916, -8.7413, 16.1868], [-28.0947, -9.1543, 18.3875], [-28.6631, -7.5168, 18.3159], [-27.6670, -7.9710, 19.5951], [-28.1299, -4.8604, 16.0912], [-27.2714, -5.1291, 17.1262], [-21.6524, 3.5684, 11.7208], [-23.0347, 3.1109, 11.2832], [-23.0693, 2.3564, 9.8634], [-22.8401, 3.2211, 8.8234], [-23.7547, 4.1658, 8.3781], [-23.4901, 2.2243, 12.3102], [-21.3653, 4.3278, 10.9936], [-20.9350, 2.7519, 11.6382], [-21.6378, 4.1202, 12.6607], [-23.7975, 3.8887, 11.3198], [-24.0307, 1.8987, 9.6301], [-22.2587, 1.6422, 9.7187], [-24.6819, 3.7891, 7.9463], [-23.3997, 4.8378, 7.5968], [-24.1448, 4.9279, 9.0528], [-22.8053, 1.4875, 12.4011], [-24.3765, 1.8289, 12.0310], [-30.1512, 0.3398, 10.0307], [-30.2590, -0.9349, 9.1052], [-29.5969, -2.1701, 9.7128], [-29.3296, -3.2297, 8.8344], [-28.5057, -4.2343, 9.3226], [-31.6731, -1.2118, 8.8768], [-30.4645, -0.0166, 11.0120], [-30.7108, 1.1495, 9.5624], [-29.1083, 0.6316, 10.1545], [-29.9562, -0.6392, 8.1007], [-30.2210, -2.5572, 10.5183], [-28.7177, -1.8784, 10.2872], [-27.5413, -3.7466, 9.1805], [-28.6092, -5.1424, 8.7287], [-28.7728, -4.5398, 10.3342], [-32.1399, -0.4084, 8.4808], [-31.8871, -1.9899, 8.2694], [-23.6119, -5.9809, 13.3415], [-22.7602, -6.3858, 13.5060], [-23.8673, -5.6080, 14.1853], [-26.5886, 1.6236, 11.1063], [-26.9148, 2.5028, 10.9142], [-27.1347, 1.3179, 11.8305], [-23.8246, -2.3625, 16.7798], [-24.6938, -2.7372, 16.9222], [-23.6091, -1.9343, 17.6083], [-24.3525, -5.1700, 16.0411], [-25.2867, -5.3311, 16.1736], [-24.2322, -4.2495, 16.2744], [-21.3379, -3.6814, 9.8486], [-22.0719, -4.1956, 9.5124], [-20.6348, -4.3191, 9.9722], [-23.1208, -0.8091, 14.8298], [-23.2455, -1.3849, 15.5842], [-22.7059, -1.3645, 14.1699], [-28.8844, 0.3440, 13.5354], [-28.7208, -0.5766, 13.3307], [-29.8304, 0.4482, 13.4330], [-27.0867, -0.2206, 8.8592], [-26.7791, 0.2758, 9.6176], [-26.2969, -0.6260, 8.5012], [-24.2126, -4.2279, 8.8677], [-24.4646, -3.3571, 8.5603], [-24.3547, -4.1988, 9.8138], [-24.9400, -1.8315, 7.9812], [-25.1111, -2.1983, 7.1138], [-24.3073, -1.1305, 7.8249]],
  "mulliken_charge": [-1.764, 0.380, -0.289, -0.456, -0.483, -0.001, 0.381, 0.372, 0.460, 0.131, 0.299, 0.161, 0.269, 0.217, 0.186, 0.345, 0.160, -1.386, 0.032, -0.239, -0.508, 0.570, -0.432, 0.341, 0.318, 0.341, 0.512, 0.245, 0.010, -0.243, -0.507, 0.514, 0.173, 0.165, -1.070, 1.403, -0.901, -0.344, -0.791, -0.836, 0.282, 0.450, -0.222, -0.067, 0.384, 0.298, 0.273, 0.322, 0.266, 0.395, 0.160, -1.484, 2.436, -1.261, 0.264, -0.739, -0.252, 0.415, 0.256, 0.357, -1.712, 0.443, 0.279, 0.405, 0.223, 0.051, 0.384, 0.090, -0.532, 1.478, -0.197, 1.426, -0.798, 0.440, -0.026, 0.033, -0.299, -0.194, -0.372, -0.293, -0.382, 0.291, 0.237, -0.313, 0.329, -1.285, 0.116, 0.189, -0.416, -0.649, -0.594, 0.196, 0.410, 0.362, 0.376, 0.334, -0.197, 0.290, 0.317, 0.157, 0.225, 0.269, -0.780, 0.316, -1.084, -0.129, -0.953, -0.230, -0.236, -0.032, 0.602, 0.640, 0.299, 0.583, 0.396, 0.344, 0.285, 0.277, -0.412, -1.516, 0.484, 0.280, -0.509, -0.789, -0.673, 0.451, 0.165, 0.373, 0.552, 0.206, -0.276, 0.293, 0.337, 0.309, 0.230, 0.248, -0.897, 0.465, 0.849, -0.595, -0.231, -0.714, 0.064, 0.475, -0.018, 0.252, -0.191, -0.424, 0.191, 0.362, -0.025, 0.223, 0.220, -0.441, 0.238, 0.228, -0.492, 0.213, 0.158, -0.686, 0.058, 0.208, -0.756, 0.035, 0.339, -0.527, 0.265, 0.282, -0.686, 0.420, 0.163, -0.506, -0.050, 0.377, -0.484, 0.268, 0.340, -0.839, 0.571, 0.074, -0.709, 0.286, 0.241]
}

***

{
  "formula": "C16H15Br2HgN4O5",
  "method": "ωB97M-V/def2-TZVPD",
  "homo_ev": [0.8, -2.6],
  "multiplicity": 2,
  "de_lowest_kcal_mol": 21.3,
  "homo_lumo_gap_ha": [0.1222, 0.2462],
  "lumo_ev": [4.086, 4.086],
  "total_charge": -2,
  "symbols": ["Hg", "N", "C", "C", "O", "N", "C", "C", "O", "O", "H", "H", "H", "H", "H", "H", "C", "C", "C", "C", "C", "Br", "N", "C", "H", "H", "H", "H", "H", "H", "Br", "C", "C", "N", "C", "C", "C", "C", "O", "O", "H", "H", "H"],
  "positions_angstrom": [[0.1788, 1.6386, 0.0201], [2.6153, 1.8683, 1.0488], [2.2062, 2.7194, 2.1672], [1.4204, 3.9597, 1.6966], [1.7642, 5.0818, 2.1178], [0.4312, 3.6711, 0.8745], [-0.3063, 4.7137, 0.2152], [-0.8664, 4.3283, -1.1700], [-1.3493, 5.2581, -1.8309], [-0.8097, 3.1115, -1.5464], [3.4067, 2.2512, 0.5498], [2.7891, 0.9089, 1.3198], [1.5358, 2.1225, 2.7914], [3.0372, 3.0697, 2.7873], [-1.1713, 5.0324, 0.8124], [0.3077, 5.6080, 0.0768], [-1.7156, -2.8895, -2.6253], [-0.6430, -1.8591, -2.8219], [0.2819, -1.9060, -3.8568], [1.2725, -0.9451, -3.9744], [1.2935, 0.0585, -3.0155], [2.6279, 1.4070, -3.0942], [0.4279, 0.1268, -2.0369], [-0.5204, -0.8009, -1.9258], [-1.6888, -3.6403, -3.4165], [-2.7044, -2.4296, -2.6230], [-1.5922, -3.3940, -1.6659], [0.2347, -2.7142, -4.5802], [2.0069, -0.9660, -4.7661], [-1.1785, -0.7011, -1.0652], [-3.9656, -4.1055, 3.4647], [-2.1945, -3.5682, 2.9107], [-1.1637, -4.4717, 3.1453], [0.1297, -4.1466, 2.7738], [0.3117, -2.9841, 2.2020], [-0.6834, -2.0101, 1.9218], [-2.0326, -2.3479, 2.3205], [-0.3676, -0.7815, 1.2576], [-1.3005, 0.0679, 0.9911], [0.8281, -0.5125, 0.8698], [-1.3367, -5.4266, 3.6187], [1.3303, -2.7421, 1.9090], [-2.8470, -1.6608, 2.1524]],
  "lowdin_spin": [0.001, 0.000, 0.000, 0.000, 0.000, 0.000, 0.000, 0.000, 0.000, 0.000, 0.000, 0.000, 0.000, 0.000, 0.000, 0.000, 0.000, 0.000, 0.001, 0.000, 0.000, 0.000, 0.000, 0.001, 0.000, 0.000, 0.000, 0.000, 0.000, 0.001, 0.000, 0.046, 0.244, 0.087, 0.028, 0.161, 0.183, 0.092, 0.049, 0.067, 0.022, -0.001, 0.014]
}

***

{
  "formula": "C13H13Br36O5S",
  "method": "ωB97M-V/def2-TZVPD",
  "homo_ev": -5.8,
  "multiplicity": 1,
  "homo_lumo_gap_ha": 0.2439,
  "lumo_ev": 0.839,
  "total_charge": -1,
  "symbols": ["O", "C", "O", "O", "S", "O", "O", "H", "C", "Br", "Br", "Br", "H", "C", "Br", "Br", "Br", "H", "C", "Br", "Br", "Br", "H", "C", "Br", "Br", "Br", "H", "C", "Br", "Br", "Br", "H", "C", "Br", "Br", "Br", "H", "C", "Br", "Br", "Br", "H", "C", "Br", "Br", "Br", "H", "C", "Br", "Br", "Br", "H", "C", "Br", "Br", "Br", "H", "C", "Br", "Br", "Br", "H", "C", "Br", "Br", "Br", "H"],
  "positions_angstrom": [[3.6430, -2.4218, 1.6243], [2.7508, -3.2309, 1.4117], [2.7806, -4.0529, 0.4827], [1.5906, -3.2218, 2.2776], [0.2826, -2.5576, 1.5988], [0.6311, -1.7811, 0.4397], [-0.6083, -3.8563, 1.0638], [0.0118, -4.6065, 1.0665], [1.7402, 1.5028, 1.6204], [1.0511, 0.3316, 2.9677], [1.4038, 3.3615, 2.0337], [3.5906, 1.1343, 1.2570], [1.2003, 1.2865, 0.7139], [0.0309, 1.8093, -2.6018], [0.0349, 0.3774, -1.3178], [-1.0962, 3.2803, -2.0566], [1.8154, 2.4112, -3.0159], [-0.3925, 1.4061, -3.5112], [4.4460, -1.0423, -3.4293], [3.5410, -2.7166, -3.7241], [4.0289, 0.2444, -4.8158], [4.1156, -0.3448, -1.6657], [5.5061, -1.2381, -3.4926], [-4.5023, -4.1423, 2.5020], [-4.5235, -4.1385, 4.4311], [-3.7785, -2.5061, 1.7882], [-3.5923, -5.6919, 1.7998], [-5.5298, -4.1978, 2.1741], [-3.7580, 0.7011, -4.1072], [-4.6606, 0.9445, -2.4219], [-3.1825, 2.3813, -4.8584], [-2.3050, -0.5559, -3.9673], [-4.4761, 0.2770, -4.7937], [8.4072, 0.3057, -0.5283], [6.9869, 0.4844, 0.7574], [10.0936, -0.0722, 0.3288], [8.0085, -1.0010, -1.8872], [8.5118, 1.2592, -1.0245], [-1.0522, 7.0041, 1.8474], [-2.3697, 7.1144, 3.2493], [0.7031, 6.6185, 2.5525], [-1.5809, 5.7584, 0.4760], [-0.9939, 7.9798, 1.3877], [4.6245, -6.0112, 3.9871], [3.6582, -5.4374, 2.4014], [5.9102, -7.4068, 3.5922], [5.4583, -4.5186, 4.8850], [3.9120, -6.4345, 4.6813], [1.5296, 9.2061, 5.3552], [1.1593, 8.6546, 7.1629], [0.2069, 10.4462, 4.7049], [3.3147, 9.9081, 5.1725], [1.4679, 8.3242, 4.7336], [-3.6935, 1.5975, 2.4014], [-4.0840, 1.0060, 4.1949], [-4.9860, 2.8859, 1.7697], [-1.8927, 2.2484, 2.2318], [-3.7767, 0.7286, 1.7635], [-6.5389, 0.2269, -7.3507], [-7.4392, 0.4697, -5.6636], [-5.9635, 1.9055, -8.0994], [-5.0845, -1.0302, -7.2078], [-7.2573, -0.1970, -8.0368], [-3.8646, -6.1552, -2.3307], [-2.6216, -5.0738, -1.3290], [-2.9511, -7.4459, -3.4352], [-5.1962, -7.0037, -1.2206], [-4.3958, -5.4910, -2.9962]],
  "nbo_charge": [-0.698, 0.918, -0.760, -0.760, 1.741, -0.968, -0.920, 0.505, -0.506, 0.106, 0.057, 0.109, 0.232, -0.513, 0.148, 0.057, 0.090, 0.219, -0.501, 0.092, 0.049, 0.128, 0.215, -0.493, 0.080, 0.089, 0.104, 0.219, -0.503, 0.091, 0.086, 0.104, 0.216, -0.496, 0.123, 0.075, 0.083, 0.221, -0.497, 0.090, 0.086, 0.113, 0.222, -0.513, 0.172, 0.028, 0.058, 0.209, -0.498, 0.091, 0.083, 0.086, 0.232, -0.500, 0.082, 0.067, 0.115, 0.221, -0.501, 0.096, 0.099, 0.097, 0.224, -0.503, 0.134, 0.077, 0.071, 0.219]
}

***

Here are the calculated M numbers, same order: 982.39 703.72 3157.85 (g mol⁻¹).
Here are the calculated energy numbers, same order: -91567.25463 -177294.72803 -2556291.91348 (eV).